1.
{
  "formula": "C26H46CdN2PSSe3Te",
  "method": "ωB97M-V/def2-TZVPD",
  "gap_ev": 5.699,
  "charge": -1,
  "symbols": ["Cd", "C", "C", "N", "C", "C", "S", "C", "C", "N", "H", "H", "H", "H", "H", "H", "H", "H", "H", "H", "H", "H", "H", "H", "Se", "Se", "Te", "Se", "C", "C", "C", "C", "C", "C", "H", "H", "H", "H", "H", "H", "H", "H", "H", "C", "C", "C", "C", "P", "C", "C", "C", "C", "C", "C", "C", "C", "C", "C", "H", "H", "H", "H", "H", "H", "H", "H", "H", "H", "H", "H", "H", "H", "H", "H", "H", "H", "H", "H", "H", "H", "H"],
  "positions_angstrom": [[-1.11875, 0.43337, 1.43772], [-2.19618, 3.67014, 1.51656], [-0.92549, 3.64130, 0.65763], [-0.93415, 2.56673, -0.33068], [-1.69342, 2.81904, -1.54397], [-3.21789, 2.67456, -1.40759], [-3.75381, 1.18255, -0.50958], [-4.61902, 1.88485, 0.93925], [-3.85384, 2.01568, 2.27338], [-2.45182, 2.37055, 2.12041], [-2.07858, 4.43649, 2.29052], [-3.04653, 3.96926, 0.90389], [-0.79745, 4.62021, 0.17389], [-0.07225, 3.47075, 1.31631], [0.01992, 2.32614, -0.55786], [-1.49675, 3.82657, -1.94421], [-1.35497, 2.10349, -2.29167], [-3.66278, 3.54054, -0.92166], [-3.64170, 2.61600, -2.40982], [-5.01184, 2.84727, 0.60630], [-5.47312, 1.22950, 1.09449], [-4.39377, 2.75451, 2.88196], [-3.89139, 1.07505, 2.81544], [-2.01611, 2.36317, 3.06167], [-2.85176, -1.52189, 1.92246], [-3.10183, -1.15336, 4.23339], [-0.95772, 0.01645, 4.87122], [-1.49876, 2.39183, 5.30890], [3.12570, 2.38460, 4.04894], [3.28795, 1.34213, 2.93355], [4.34201, 1.81598, 1.92724], [3.72734, 0.00299, 3.54450], [1.99162, 1.15427, 2.25928], [0.91897, 0.96087, 1.71580], [4.06225, 2.49208, 4.60918], [2.33047, 2.09422, 4.73831], [2.85434, 3.35593, 3.62866], [5.30452, 1.95651, 2.43068], [4.04286, 2.76548, 1.47723], [4.47193, 1.08316, 1.12607], [4.70799, 0.10573, 4.02411], [3.79430, -0.76809, 2.77222], [3.00365, -0.32813, 4.29255], [2.34904, -1.79704, -3.26739], [1.76174, -0.94271, -2.14399], [1.30274, 0.38291, -2.76163], [2.85143, -0.63739, -1.11029], [0.23408, -1.58313, -1.22051], [-0.85172, -2.10891, -2.61800], [-2.03664, -1.38251, -2.75940], [-2.93981, -1.65710, -3.78189], [-2.67247, -2.67810, -4.68235], [-1.50836, -3.42657, -4.54526], [-0.61063, -3.14577, -3.52373], [0.68907, -3.18632, -0.32406], [1.80430, -4.04890, -0.91406], [-0.58923, -4.02276, -0.20330], [1.11200, -2.74992, 1.09323], [3.21114, -1.26376, -3.68947], [1.63457, -1.95037, -4.07865], [2.70236, -2.76609, -2.92117], [2.14733, 0.86163, -3.27267], [0.94717, 1.06493, -1.98674], [0.49972, 0.23505, -3.49110], [3.62986, -0.01812, -1.57583], [3.32906, -1.55317, -0.74739], [2.45664, -0.09805, -0.24813], [-2.25960, -0.60734, -2.03560], [-3.85832, -1.08361, -3.86063], [-3.37278, -2.89911, -5.47997], [-1.30141, -4.23715, -5.23679], [0.27888, -3.75406, -3.42946], [1.59846, -4.37752, -1.93449], [1.90254, -4.94835, -0.29580], [2.76758, -3.53524, -0.89922], [-0.86572, -4.49297, -1.14781], [-1.43212, -3.41908, 0.14436], [-0.42832, -4.81025, 0.54174], [1.90770, -2.00070, 1.07829], [1.46777, -3.62396, 1.65245], [0.26777, -2.32697, 1.64003]]
}

---

2.
{
  "formula": "C3H10O3P2",
  "method": "ωB97M-V/def2-TZVPD",
  "gap_ev": 8.420,
  "relative_energy_kcal_mol": 123.1,
  "symbols": ["C", "C", "C", "O", "O", "O", "P", "P", "H", "H", "H", "H", "H", "H", "H", "H", "H", "H"],
  "positions_angstrom": [[-1.71898, -0.69768, -1.15299], [-1.22769, -0.12783, 1.15974], [-1.28399, 0.39168, -0.23387], [2.14800, 1.51358, 1.36719], [2.52602, 0.81346, -1.10236], [0.11641, 0.63905, -0.61107], [1.54298, -1.96106, -0.05267], [1.50125, 0.07725, -0.15515], [-2.62345, -1.18731, -0.99666], [-1.84255, -0.37031, -2.16008], [-0.91095, -1.36973, -1.15669], [-0.80785, 0.68689, 1.61232], [-0.51454, -0.93217, 1.25055], [-2.14823, -0.31911, 1.73232], [-1.70866, 1.32541, -0.35698], [1.42406, 1.67117, 2.02701], [2.71923, 1.71279, -0.59916], [2.80894, -1.86609, -0.57148]]
}

---

3.
{
  "formula": "C7H10S",
  "method": "ωB97M-V/def2-TZVPD",
  "gap_ev": 9.836,
  "relative_energy_kcal_mol": 53.9,
  "symbols": ["C", "C", "C", "C", "C", "C", "C", "H", "H", "H", "H", "H", "H", "H", "H", "H", "H", "S"],
  "positions_angstrom": [[-1.61211, -1.35351, 0.50413], [-0.91685, -0.22573, -0.25003], [-0.24022, 1.02345, 0.39616], [0.22920, 1.80999, -0.86004], [0.74539, 0.83224, -1.63768], [0.53421, -0.40625, -0.78717], [1.01516, 0.14202, 0.61488], [-2.52886, -0.94265, 0.97257], [-1.88815, -2.04131, -0.24907], [-0.99671, -1.92256, 1.21269], [-1.60359, 0.07859, -1.02316], [-0.71632, 1.58124, 1.23246], [0.19688, 2.88074, -1.05368], [1.10143, 0.92321, -2.66955], [0.85879, -1.39823, -1.18016], [1.97141, 0.70491, 0.60144], [2.57344, -0.63373, 2.16162], [1.27691, -1.05240, 2.01458]]
}

---

4.
{
  "formula": "C5H33N2O11",
  "method": "ωB97M-V/def2-TZVPD",
  "gap_ev": 9.918,
  "charge": 1,
  "relative_energy_kcal_mol": 85.6,
  "symbols": ["C", "O", "C", "C", "C", "C", "N", "N", "H", "H", "H", "H", "H", "H", "H", "H", "H", "H", "H", "H", "H", "H", "H", "O", "H", "H", "O", "H", "H", "O", "H", "H", "O", "H", "H", "O", "H", "H", "O", "H", "H", "O", "H", "H", "O", "H", "H", "O", "H", "H", "O"],
  "positions_angstrom": [[0.08032, 2.33685, 2.21533], [-1.30289, 2.62587, 2.45926], [0.45461, 2.36419, 0.67323], [0.07332, 0.98249, 0.12758], [0.48502, 0.89226, -1.30694], [1.33183, 0.03898, -1.83169], [-0.41132, 1.80285, -2.07817], [1.92382, 2.42644, 0.66276], [0.57545, 3.18357, 2.68302], [0.32643, 1.46158, 2.79170], [-1.43678, 2.92552, 3.36357], [-0.10541, 3.22662, 0.33034], [-0.96124, 0.74444, 0.29668], [0.67731, 0.18301, 0.65800], [1.68487, -0.18946, -2.84193], [2.11135, -0.37813, -1.24650], [-0.88095, 1.31722, -2.87921], [0.08937, 2.52813, -2.58634], [-1.17627, 2.09070, -1.45618], [2.31390, 1.57910, 1.03886], [2.42364, 3.27706, 0.94613], [-2.13574, -0.76694, -0.93483], [-3.30666, 0.07900, -1.48186], [-2.34452, 0.06159, -1.47281], [-1.24844, -1.21598, -4.45726], [-1.16804, -1.10342, -2.95980], [-0.95558, -0.61185, -3.76544], [-3.17791, -1.53594, 2.35674], [-2.31543, -0.15318, 2.64284], [-2.35656, -1.11210, 2.61226], [1.60146, -1.21635, 4.05015], [1.61413, -0.43735, 2.83046], [1.05700, -0.53655, 3.60642], [-1.69734, -3.49783, -2.94724], [-0.52154, -3.34572, -2.08620], [-1.47520, -3.13581, -2.07686], [-0.84077, -3.06638, 2.08708], [-0.12869, -1.73663, 2.10238], [-0.14464, -2.58652, 1.62520], [-2.13673, -2.08606, 0.80565], [-2.42861, -2.76094, -0.62528], [-2.65612, -2.03974, -0.01104], [0.72988, -3.09537, 0.03206], [1.73412, -3.72678, -1.05906], [1.20221, -2.96799, -0.81070], [2.24934, 3.53877, -2.92003], [2.55487, 2.45616, -1.81781], [2.00950, 2.66535, -2.58768], [4.16196, -1.21374, 1.40933], [3.32302, -0.07811, 2.43925], [3.44440, -0.63348, 1.68041]]
}

---

Number 1: LUMO level 2.32 eV. Number 2: LUMO level 0.07 eV. Number 3: LUMO level 0.86 eV. Number 4: LUMO level -2.20 eV.